1.
Here is an isolated ion of composition C4H7N2 and charge +1 from OMol25. Energies are from wB97M-V/def2-TZVPD.

Element x y z (Å)
C: -0.6031 -1.4262 -0.0314
C: 1.0427 -0.0331 -0.1103
C: -1.5268 -0.2117 -0.0134
C: -0.8635 1.0394 -0.1031
N: 0.6214 -1.2453 -0.1079
N: 2.2224 0.4003 -0.0376
H: -1.1839 -2.3387 0.0934
H: -2.0541 -0.4620 -0.9093
H: -1.9670 -0.2940 1.0028
H: -0.4859 1.4510 0.8596
H: -0.7693 1.8416 -0.9160
H: 2.4912 1.4166 0.0983
H: 3.0760 -0.1380 0.1750

Cartesian forces (eV/Å) of the 6 atoms listed first:
C -2.41 0.92 0.78
C -3.22 4.23 -0.80
C -0.15 -1.07 0.41
C 5.67 1.88 0.37
N 2.12 -3.75 -0.03
N 3.48 2.09 1.23

Highest occupied orbital energy: -14.3 eV
Multiplicity: 1
Orbital gap: 9.24 eV
Charge: +1

Okay, here come the Löwdin numbers, in e, for every atom: C -0.0180; C -0.1827; C -0.2192; C 0.0575; N 0.1216; N 0.2256; H 0.1544; H 0.1324; H 0.1601; H 0.0927; H 0.1282; H 0.1831; H 0.1642

2.
Here is an isolated ion of composition C4H7N2 and charge +1 from OMol25. Energies are from wB97M-V/def2-TZVPD.

Element x y z (Å)
C: 3.7878 -0.2899 0.5743
C: 0.7685 0.8552 -0.5412
C: -1.1269 0.0533 0.6428
C: -0.2628 -0.2145 -0.6114
N: 2.7287 -0.1264 0.0975
N: 1.9998 0.7949 -0.2093
H: 4.4591 -0.9536 0.9430
H: 0.5239 1.8278 -0.8717
H: -0.5414 0.5895 1.3188
H: -1.9920 0.7414 0.6133
H: -1.3125 -0.9099 1.0282
H: 0.2056 -1.2871 -0.4569
H: -0.9530 -0.1403 -1.4691

Cartesian forces (eV/Å) of the 6 atoms listed first:
C -2.35 -0.76 -1.28
C 0.06 -1.77 -1.24
C -0.46 0.78 -0.44
C 0.40 -1.32 0.56
N 4.76 -1.67 2.55
N -4.41 4.32 -2.11

Highest occupied orbital energy (spin up / spin down): -15.5 / -15.5 eV
Multiplicity: 1
Orbital gap (spin up / spin down): 9.61 / 9.61 eV
Charge: +1
SMILES: C#[N+]/N=C\CC

Okay, here come the Löwdin numbers, in e, for every atom: C 0.3556; C -0.0232; C -0.0721; C -0.1646; N 0.0599; N 0.0898; H 0.0935; H 0.1415; H 0.0487; H 0.1094; H 0.0728; H 0.1573; H 0.1315

3.
Here is C4H7N2 as an isolated structure from OMol25. Energies are from wB97M-V/def2-TZVPD.

Element x y z (Å)
C: -0.2804 -1.1783 1.1168
C: -1.5197 -1.6872 0.6746
C: -1.0448 -1.5298 -0.6783
C: 0.3721 0.5900 -0.3960
N: 0.5985 1.3639 0.7192
N: 0.0513 -0.7626 -0.1470
H: -0.0815 -0.8264 2.0962
H: -0.7655 -2.5246 -1.2329
H: -1.6128 -0.8168 -1.3085
H: 1.2372 0.3334 -1.0625
H: -0.3150 1.0877 -1.1776
H: 0.3971 2.2483 0.9840
H: 1.3762 0.9899 1.2563

Cartesian forces (eV/Å) of the 6 atoms listed first:
C -2.62 0.80 0.50
C 2.03 -1.25 1.30
C -1.82 -0.93 -5.22
C 1.15 2.04 -4.48
N 2.17 -4.34 1.19
N -0.76 -1.90 3.83

Highest occupied orbital energy (spin up / spin down): -14.2 / -14.5 eV
Multiplicity: 3
Orbital gap (spin up / spin down): 9.58 / 6.68 eV
Charge: +1

Okay, here come the Löwdin numbers, in e, for every atom: C 0.0434; C 0.2877; C -0.1241; C -0.2679; N 0.0912; N -0.0262; H 0.1284; H 0.1888; H 0.1465; H 0.1596; H 0.1876; H 0.0692; H 0.1159

How do the records compare in largest force on an atom? In the order shown, they have 5.988; 6.524; 5.604 eV/A.
How do the records compare in E? In the order shown, they have -265.7563; -265.6946; -265.6047 a.u..
How do the records compare in relative energy (zero: lowest compared OMol25 entry of this formula, charge and spin)? In the order shown, they have 4.142; 5.819; 3.261 eV.